The following is a quantum chemistry calculation of a structure of composition C36H34N5O3PPt, from the OMol25 dataset.

Values from the calculation:
molecular weight: 810.8 g/mol
highest occupied orbital energy: -12.39 eV
strongest force on any atom: 0.7 eV/Å
HOMO-LUMO gap: 6.1 eV
electronic energy: -2351.95997 a.u.

Geometry as ORCA input:
```
! wB97M-V def2-TZVPD RIJCOSX def2/J DEFGRID3
* xyz 2 1
Pt -0.6871 1.4887 -1.2212
O -2.4174 3.2650 -2.4134
N -1.1010 3.2957 -1.9053
C -0.7542 4.4545 -1.5062
C 0.5591 4.7708 -0.9569
C 0.8071 6.1296 -0.7786
C 2.0305 6.5723 -0.2962
C 3.0070 5.6497 0.0304
C 2.7660 4.2886 -0.1353
C 1.5554 3.8316 -0.6411
P 1.4298 2.0370 -0.8497
C 2.6082 1.5444 -2.1216
C 3.4957 2.4481 -2.7023
C 4.3825 2.0175 -3.6801
C 4.3907 0.6915 -4.0807
C 3.4974 -0.2111 -3.5157
C 2.6035 0.2142 -2.5500
C 1.9247 1.3558 0.7371
C 1.4694 1.9743 1.9034
C 1.7694 1.4204 3.1368
C 2.5192 0.2517 3.2098
C 2.9684 -0.3664 2.0512
C 2.6670 0.1781 0.8118
H -2.3191 2.9596 -3.3291
H -1.4716 5.2581 -1.6364
H 0.0339 6.8472 -1.0220
H 2.2109 7.6306 -0.1684
H 3.9604 5.9796 0.4207
H 3.5346 3.5780 0.1446
H 3.5014 3.4887 -2.4118
H 5.0671 2.7247 -4.1280
H 5.0869 0.3601 -4.8393
H 3.4932 -1.2445 -3.8355
H 1.8983 -0.4924 -2.1334
H 0.8729 2.8773 1.8541
H 1.4226 1.9028 4.0405
H 2.7610 -0.1723 4.1756
H 3.5639 -1.2682 2.1095
H 3.0415 -0.2986 -0.0841
O -3.8001 1.6023 2.2069
C -3.3770 1.7517 1.0495
O -2.1828 1.8810 0.6860
C -4.4646 1.7751 -0.0618
N -5.7807 1.6520 0.6740
C -6.4483 0.3727 0.2616
C -5.2877 -0.4800 -0.2259
C -4.4181 0.5404 -0.9640
H -4.4070 2.7156 -0.6042
H -6.3826 2.4653 0.5863
H -5.3880 1.5968 1.6654
H -7.1419 0.5946 -0.5476
H -6.9992 -0.0356 1.1044
H -5.6292 -1.2918 -0.8637
H -4.7493 -0.9089 0.6210
H -4.8462 0.7618 -1.9429
H -3.3927 0.1985 -1.1098
N 0.1042 -4.7447 2.2138
C 0.4585 -6.0787 2.2189
C 0.5444 -7.0233 3.2433
C 0.9441 -8.2853 2.8715
C 1.2474 -8.6095 1.5304
C 1.1562 -7.6754 0.5290
C 0.7520 -6.3833 0.8860
N 0.5738 -5.2670 0.0926
C 0.1921 -4.3253 0.9121
C -0.0942 -2.9685 0.4594
C -0.3522 -1.9064 1.3187
C -0.5779 -0.6478 0.8038
N -0.5738 -0.4099 -0.5179
C -0.3486 -1.4424 -1.3644
C -0.1069 -2.7135 -0.9171
H -0.1949 -4.2119 3.0107
H 0.3102 -6.7840 4.2717
H 1.0286 -9.0551 3.6267
H 1.5557 -9.6188 1.2953
H 1.3805 -7.9172 -0.5008
H -0.3623 -2.0266 2.3930
H -0.7902 0.2050 1.4356
H -0.3770 -1.2122 -2.4209
H 0.0765 -3.5224 -1.6100
*
```